(a)
The following is a quantum chemistry calculation of a molecular structure, C7H16O, from OMol25.

Structure (ORCA input):
```
! wB97M-V def2-TZVPD RIJCOSX def2/J DEFGRID3
* xyz 0 1
C -1.532 1.214 0.523
C -0.015 1.567 0.210
C 0.402 1.659 1.630
C 0.390 -0.761 -0.610
C 1.452 -1.455 -1.564
C -1.177 -1.034 -1.169
C 0.778 -1.136 0.766
H -1.851 0.438 -0.532
H -2.132 2.259 0.564
H -1.528 0.454 1.426
H 0.126 2.525 -0.202
H 0.098 0.817 2.276
H 1.502 1.996 1.642
H -0.281 2.510 2.262
H 2.502 -1.229 -1.345
H 1.497 -2.577 -1.286
H 1.120 -1.474 -2.713
H -1.407 -0.095 -1.961
H -1.822 -1.061 -0.252
H -1.117 -2.048 -1.913
H 0.632 -2.168 0.888
H -0.069 -0.391 1.291
H 1.764 -0.696 0.734
O 0.665 0.686 -0.662
*
```

These are the Löwdin partial charges, in e, on atoms 1 to 6: -0.0963, -0.4717, -0.1542, -0.5666, -0.0587, -0.0697

***

(b)
The following is a quantum chemistry calculation of 2 unconnected molecules or ions with the total composition C7H16O, from OMol25.

Structure (ORCA input):
```
! wB97M-V def2-TZVPD RIJCOSX def2/J DEFGRID3
* xyz 0 1
C -1.402 -1.939 0.761
C 0.130 -1.878 0.881
C 0.836 -1.443 -0.409
C 1.063 0.034 -0.544
C 2.210 0.571 -0.141
C -0.034 0.828 -1.177
C 0.207 2.352 -1.280
H -1.768 -1.161 0.111
H -1.940 -1.749 1.690
H -1.684 -2.876 0.304
H 0.383 -1.319 1.781
H 0.470 -2.883 1.108
H 1.723 -2.011 -0.587
H 0.216 -1.882 -1.207
H 2.990 -0.047 0.306
H 2.455 1.623 -0.232
H -1.021 0.654 -0.741
H -0.221 0.518 -2.210
H 0.526 2.719 -0.302
H 0.998 2.507 -2.012
H -0.664 2.925 -1.603
H -2.262 1.779 1.229
H -1.159 1.455 2.279
O -2.052 1.224 1.994
*
```

Results
SMILES: C=C(CC)CCC.O

These are the Löwdin partial charges, in e, on atoms 1 to 6: -0.1090, -0.2379, -0.1872, -0.3234, 0.0518, -0.2242

***

(c)
The following is a quantum chemistry calculation of 2 unconnected molecules or ions with the total composition C7H16O, from OMol25.

Structure (ORCA input):
```
! wB97M-V def2-TZVPD RIJCOSX def2/J DEFGRID3
* xyz 0 1
C 1.153 2.093 0.471
C -0.126 2.133 -0.352
C -0.307 1.105 -1.478
C 0.261 -0.287 -1.225
C -2.051 -1.229 -0.730
C -0.734 -1.268 -0.617
C -0.124 -2.374 0.221
H 1.125 2.887 1.223
H 1.269 1.155 1.009
H 2.047 2.215 -0.130
H -0.972 2.007 0.336
H -0.259 3.161 -0.697
H -1.371 1.017 -1.667
H 0.099 1.540 -2.395
H 1.082 -0.285 -0.497
H 0.741 -0.762 -2.086
H -2.734 -1.930 -0.256
H -2.622 -0.431 -1.190
H 0.618 -3.022 -0.250
H -0.948 -3.007 0.540
H 0.236 -2.053 1.195
H 0.573 -0.978 2.366
H 1.575 -0.931 3.575
O 1.469 -0.755 2.638
*
```

Results
SMILES: C=C(C)CCCC.O

These are the Löwdin partial charges, in e, on atoms 1 to 6: -0.1146, -0.2554, -0.2042, -0.1618, 0.0354, -0.3404

***

Verdict on stability: (b) comes out on top.

***

(a)
The following is a quantum chemistry calculation of 2 unconnected molecules or ions with the total composition C7H16O, from OMol25.

Structure (ORCA input):
```
! wB97M-V def2-TZVPD RIJCOSX def2/J DEFGRID3
* xyz 0 1
C 0.325 2.344 1.812
C 0.824 2.841 3.170
C 0.852 3.414 0.848
C 2.270 3.252 2.867
C 2.226 3.835 1.430
H -0.773 2.217 1.761
H 0.788 1.364 1.586
H 0.748 2.086 3.976
H 0.232 3.724 3.478
H 0.160 4.278 0.857
H 0.926 3.053 -0.196
H 2.912 2.351 2.887
H 2.676 3.971 3.604
H 3.058 3.432 0.820
H 2.323 4.938 1.445
O 2.901 0.949 0.883
C 2.563 1.039 -0.487
C 4.294 1.112 1.061
H 1.471 0.906 -0.572
H 3.060 0.254 -1.081
H 2.832 2.023 -0.908
H 4.866 0.330 0.533
H 4.637 2.098 0.706
H 4.506 1.033 2.141
*
```

Results
SMILES: C1CCCC1.COC

These are the Löwdin partial charges, in e, on atoms 1 to 6: -0.2156, -0.2039, -0.2001, -0.1936, -0.1820, 0.1107

***

(b)
The following is a quantum chemistry calculation of 2 unconnected molecules or ions with the total composition C7H16O, from OMol25.

Structure (ORCA input):
```
! wB97M-V def2-TZVPD RIJCOSX def2/J DEFGRID3
* xyz 0 1
C -1.731 1.654 -1.810
C -1.292 0.854 -0.595
C 0.182 0.416 -0.655
C 0.809 0.016 0.663
C 0.100 -0.196 1.770
C 0.715 -0.643 3.081
C 2.315 -0.148 0.658
H -1.449 1.222 -2.759
H -1.319 2.662 -1.802
H -2.815 1.756 -1.804
H -1.921 -0.049 -0.570
H -1.490 1.348 0.354
H 0.721 1.259 -1.086
H 0.259 -0.472 -1.284
H -0.982 -0.134 1.826
H 1.669 -0.133 3.239
H 0.908 -1.717 3.082
H 0.079 -0.413 3.926
H 2.607 -1.077 1.118
H 2.799 0.694 1.156
H 2.662 -0.146 -0.382
H -0.546 -1.765 -3.184
H -1.329 -2.388 -2.034
O -0.952 -2.602 -2.908
*
```

Results
SMILES: C/C=C(\C)CCC.O

These are the Löwdin partial charges, in e, on atoms 1 to 6: -0.1154, -0.2729, -0.1811, -0.3061, -0.1282, -0.0999

***

Verdict on stability: (b) comes out on top.

***

(a)
The following is a quantum chemistry calculation of C6H9NS in the gas phase, from OMol25.

Structure (ORCA input):
```
! wB97M-V def2-TZVPD RIJCOSX def2/J DEFGRID3
* xyz 0 1
C -1.364 -1.324 -1.078
C 0.850 0.455 -1.066
C 0.186 -0.080 -2.362
C 0.452 -0.218 0.264
C -0.169 0.669 1.147
C -0.180 0.450 2.698
N -1.083 -0.519 -1.858
S -2.140 -2.606 -0.647
H 1.902 0.401 -1.199
H 0.806 1.511 -0.935
H 0.133 0.528 -3.305
H 0.758 -0.929 -2.706
H 1.053 -1.025 0.685
H -0.759 1.466 0.894
H 0.349 1.296 3.223
H 0.303 -0.436 2.946
H -1.098 0.363 3.301
*
```

Results
SMILES: C/C=C/CCN=C=S

These are the Löwdin partial charges, in e, on atoms 1 to 6: -0.8672, -0.1841, -0.1581, -0.1143, -0.0864, -0.0890

***

(b)
The following is a quantum chemistry calculation of C6H9NS in the gas phase, from OMol25.

Structure (ORCA input):
```
! wB97M-V def2-TZVPD RIJCOSX def2/J DEFGRID3
* xyz 0 1
C -0.623 2.112 0.760
C 0.507 1.161 0.472
C 0.143 -0.172 0.069
C 1.055 -1.175 -0.197
C -1.285 -0.535 -0.035
C -1.820 -1.275 -1.010
H -1.346 2.145 -0.093
H -1.198 1.790 1.636
H -0.270 3.116 0.954
H 0.627 -2.141 -0.455
H 2.859 -0.239 0.027
H 2.949 -1.971 -0.408
H -1.959 -0.177 0.731
H -2.869 -1.599 -1.006
H -1.224 -1.671 -1.859
N 2.382 -1.120 -0.214
S 2.071 1.750 0.629
*
```

Results
SMILES: C=C/C(=C/N)C(C)=S

These are the Löwdin partial charges, in e, on atoms 1 to 6: -0.1480, -0.7167, -0.2904, -0.1378, -0.1770, -0.0006

***

(c)
The following is a quantum chemistry calculation of 2 unconnected molecules or ions with the total composition C6H9NS, from OMol25.

Structure (ORCA input):
```
! wB97M-V def2-TZVPD RIJCOSX def2/J DEFGRID3
* xyz 0 1
C -0.384 -0.100 -0.953
C -2.047 -0.223 1.769
C -2.817 -1.187 1.248
C 2.221 0.736 -1.032
C 1.584 0.288 0.372
C 0.380 -0.422 0.070
N -0.886 0.092 -2.014
S -1.346 1.011 2.466
H -2.911 -2.163 1.573
H -1.568 0.812 -2.314
H -3.298 -0.976 0.318
H 1.446 0.680 -1.745
H 3.186 0.110 -1.344
H 2.582 1.715 -1.071
H 2.206 -0.225 1.112
H 1.447 1.195 0.947
H 0.206 -1.343 0.599
*
```

Results
SMILES: CCC=C=N.C=C=S

These are the Löwdin partial charges, in e, on atoms 1 to 6: -0.2395, -0.7247, -0.0560, -0.0694, -0.2565, -0.2200

***

Verdict on stability: (b) comes out on top.